No. 1
{
  "formula": "C50H46Cl2IrN7O3S",
  "method": "wB97M-V/def2-TZVPD",
  "symbols": ["Ir", "C", "C", "C", "C", "C", "N", "C", "C", "C", "C", "C", "C", "C", "N", "C", "C", "C", "N", "C", "C", "N", "C", "C", "C", "N", "H", "H", "H", "H", "H", "H", "H", "H", "H", "H", "H", "H", "H", "H", "H", "H", "H", "H", "N", "C", "C", "C", "C", "C", "C", "C", "C", "C", "C", "C", "C", "H", "H", "H", "H", "H", "H", "H", "H", "H", "H", "Cl", "C", "C", "C", "C", "C", "Cl", "C", "N", "C", "C", "C", "C", "C", "C", "C", "C", "O", "O", "H", "H", "H", "H", "H", "H", "H", "H", "H", "H", "O", "S", "C", "C", "C", "C", "H", "H", "H", "H", "H", "H", "H", "H"],
  "xyz": [[0.625165, -1.422474, -0.285791], [-1.831612, 3.177696, -4.958961], [-1.281140, 2.496134, -3.752611], [-0.112985, 2.920010, -3.123582], [0.317718, 2.331681, -1.958084], [-0.382357, 1.268528, -1.349500], [-0.071054, 0.787971, -0.095702], [0.352656, 1.671737, 0.843096], [0.191624, 3.072862, 0.665132], [0.817026, 4.003303, 1.448993], [1.635703, 3.607265, 2.505525], [2.455951, 4.604183, 3.253423], [1.621136, 2.260228, 2.838958], [0.952232, 1.302365, 2.084065], [0.867205, 0.019434, 2.648543], [0.758796, -0.213921, 3.977387], [0.693540, -1.573951, 4.156805], [0.771330, -2.109762, 2.871128], [0.867209, -1.136151, 1.980175], [-1.434908, 0.714974, -2.115223], [-1.890551, 1.351376, -3.257690], [-1.953711, -0.561826, -1.845113], [-3.211454, -0.998269, -2.055351], [-3.159824, -2.370170, -2.149227], [-1.809503, -2.690225, -2.002126], [-1.089312, -1.592380, -1.818342], [-1.201893, 4.005797, -5.268115], [-2.827662, 3.560135, -4.742275], [-1.923948, 2.470897, -5.780999], [0.462285, 3.729106, -3.545836], [1.225754, 2.677745, -1.487248], [-0.440850, 3.417843, -0.136756], [0.692197, 5.053559, 1.229096], [2.579402, 5.508228, 2.662962], [3.437661, 4.200676, 3.488604], [1.977075, 4.881011, 4.191479], [2.165877, 1.933330, 3.711540], [0.695125, 0.573925, 4.696613], [0.586083, -2.107867, 5.075690], [0.738505, -3.135686, 2.566740], [-2.730486, 0.925642, -3.786077], [-4.042084, -0.325602, -2.084176], [-3.973134, -3.051763, -2.283994], [-1.349830, -3.658598, -2.003814], [1.949006, -3.460611, -0.179040], [2.857836, -3.624475, 0.868271], [2.909435, -4.852026, 1.527370], [3.864751, -5.109893, 2.485019], [4.789748, -4.124014, 2.801771], [4.700108, -2.882704, 2.213692], [3.718547, -2.574861, 1.263188], [3.596785, -1.221324, 0.723076], [4.260777, -0.154798, 1.355244], [4.289851, 1.108039, 0.805714], [3.686903, 1.352774, -0.421976], [2.958033, 0.341339, -1.026370], [2.811367, -0.897034, -0.402494], [1.323096, -4.258394, -0.244143], [2.443966, -3.315506, -1.073431], [2.211449, -5.624593, 1.237148], [3.911470, -6.078335, 2.955163], [5.582394, -4.330759, 3.503682], [5.437753, -2.145258, 2.481480], [4.771311, -0.320586, 2.290805], [4.830231, 1.893221, 1.311992], [3.772827, 2.325012, -0.887282], [2.495715, 0.534311, -1.986257], [-3.120680, 2.932633, -0.106461], [-2.710126, 3.418384, 1.504375], [-2.450063, 4.755722, 1.747580], [-1.988738, 5.161215, 2.987042], [-1.770616, 4.223956, 3.982783], [-2.067018, 2.899898, 3.742372], [-1.815105, 1.733383, 5.001188], [-2.577262, 2.450220, 2.511341], [-2.810961, 1.112668, 2.325967], [-3.858458, 0.523432, 1.615794], [-5.038298, 1.220923, 1.363476], [-6.072146, 0.615242, 0.678573], [-5.943799, -0.702098, 0.264627], [-4.798338, -1.418117, 0.565477], [-3.736534, -0.827031, 1.235507], [-2.476840, -1.553657, 1.602283], [-2.125893, -2.883354, 0.846843], [-3.000357, -3.708509, 0.656988], [-0.906339, -3.010365, 0.549249], [-2.589156, 5.473741, 0.955478], [-1.781945, 6.201190, 3.173631], [-1.393703, 4.520939, 4.948495], [-2.393722, 0.526586, 3.038938], [-5.151734, 2.229883, 1.730826], [-6.982065, 1.162947, 0.486974], [-6.745503, -1.178801, -0.277864], [-4.715576, -2.455363, 0.283148], [-2.528768, -1.868673, 2.650346], [-1.618766, -0.887018, 1.478254], [2.835095, -2.984821, -2.742841], [1.487373, -2.535463, -3.159926], [1.772352, -1.184208, -4.387905], [1.323870, -1.693704, -5.747653], [1.587017, -3.196650, -5.751979], [0.979332, -3.729947, -4.471303], [2.842153, -0.992176, -4.354801], [1.219063, -0.309034, -4.051042], [1.866174, -1.190143, -6.548259], [0.257683, -1.506315, -5.887140], [2.661921, -3.380815, -5.740575], [1.156683, -3.680417, -6.627556], [1.345844, -4.714246, -4.190907], [-0.108368, -3.730560, -4.493320]],
  "forces_ev_per_a": [[1.106, -0.798, 4.051], [-0.038, -0.006, -0.041], [0.216, -0.034, 0.202], [-0.174, 0.024, -0.140], [-0.025, -0.358, 0.270], [-0.395, 0.488, -1.083], [0.957, -2.064, -0.075], [-0.095, -0.137, 0.102], [-0.034, 0.222, -0.118], [0.053, -0.076, -0.085], [-0.171, 0.021, -0.150], [-0.030, -0.015, 0.040], [-0.099, -0.402, -0.082], [0.291, 0.415, -0.087], [0.003, 0.256, 0.117], [-0.006, -0.656, 0.244], [0.084, 0.337, -0.136], [-0.055, 0.132, -0.069], [0.258, -0.986, -2.331], [0.468, 0.332, -0.183], [0.054, 0.053, 0.197], [-0.417, 0.297, 0.452], [0.033, -0.569, -0.047], [0.085, 0.358, -0.244], [-0.016, 0.126, -0.218], [1.375, -0.371, 0.082], [0.029, 0.059, -0.078], [-0.075, 0.076, -0.045], [-0.016, 0.019, -0.141], [0.047, 0.132, -0.065], [0.029, 0.027, 0.006], [-0.004, -0.013, 0.073], [-0.020, 0.069, -0.019], [0.046, 0.063, 0.012], [0.089, -0.013, 0.048], [-0.050, 0.015, 0.122], [0.105, -0.069, 0.045], [0.007, 0.247, 0.010], [-0.004, -0.105, 0.244], [-0.040, -0.142, -0.180], [-0.057, -0.109, -0.087], [-0.178, 0.249, -0.039], [-0.167, -0.106, 0.040], [0.105, -0.129, 0.181], [-2.040, 1.504, -1.055], [1.001, 0.249, 1.384], [-0.105, 0.164, -0.392], [0.205, 0.146, 0.120], [-0.111, -0.307, 0.066], [-0.132, 0.077, -0.239], [-0.543, -0.888, 0.307], [-0.182, 0.716, -0.353], [0.189, -0.386, -0.435], [-0.023, 0.278, -0.163], [0.367, -0.083, -0.054], [0.402, -0.037, 0.241], [-2.373, 1.175, 0.084], [-0.117, 0.126, -0.037], [0.090, -0.135, -0.191], [-0.091, -0.107, -0.030], [-0.010, -0.122, 0.068], [0.048, 0.006, 0.102], [0.048, 0.116, 0.008], [0.097, -0.043, 0.037], [-0.009, 0.133, 0.090], [0.023, 0.085, -0.057], [-0.338, -0.010, 0.100], [0.143, 0.247, -0.243], [-0.075, 0.033, 0.190], [-0.078, -0.012, 0.119], [0.000, -0.002, -0.078], [-0.011, -0.020, -0.061], [-0.080, 0.139, -0.155], [-0.012, 0.007, 0.203], [0.094, 0.085, 0.011], [0.686, -0.143, 0.290], [-0.807, -0.542, -0.272], [0.085, -0.162, 0.198], [0.010, -0.107, -0.088], [-0.076, 0.112, -0.014], [-0.113, -0.032, 0.041], [-0.005, 0.401, 0.083], [0.378, -0.658, -0.457], [-1.498, 1.211, 0.958], [-0.142, -0.522, -0.114], [1.907, 0.237, -0.686], [-0.035, 0.050, -0.129], [0.013, 0.165, 0.020], [0.024, -0.002, 0.112], [-0.137, 0.065, -0.150], [0.003, 0.104, 0.016], [-0.085, 0.066, -0.027], [-0.126, -0.075, -0.010], [0.028, -0.060, 0.046], [0.098, 0.118, 0.147], [-0.145, 0.012, 0.181], [1.185, -0.409, 0.443], [-0.435, -0.140, -1.270], [-0.462, -0.185, 0.242], [0.022, -0.132, -0.152], [-0.045, 0.081, -0.170], [0.048, 0.511, 0.154], [0.086, -0.072, 0.199], [0.041, 0.129, 0.032], [-0.062, 0.042, -0.002], [-0.032, 0.026, -0.049], [0.034, -0.056, -0.070], [0.059, -0.043, -0.049], [0.004, 0.030, 0.238], [-0.159, -0.014, -0.077]],
  "charge": 1,
  "gap_ha": [0.2468, 0.1781],
  "s2": 0.82,
  "spin_multiplicity": 2,
  "lumo_energy_ev": [-3.1, -5.0],
  "homo_ev": [-9.84, -9.84]
}

=====

No. 2
{
  "formula": "C22H18MnN4",
  "method": "wB97M-V/def2-TZVPD",
  "symbols": ["Mn", "C", "C", "C", "C", "C", "H", "H", "H", "H", "H", "C", "C", "C", "C", "C", "C", "N", "C", "C", "C", "C", "C", "C", "N", "N", "C", "C", "C", "C", "C", "N", "H", "H", "H", "H", "H", "H", "H", "H", "H", "H", "H", "H", "H"],
  "xyz": [[0.332133, -0.905534, 0.430466], [2.370941, -0.962524, 0.952551], [1.755168, -2.262581, 0.867436], [0.795156, -2.281652, 1.982231], [0.565985, -1.012935, 2.421504], [1.668614, -0.228477, 1.876477], [3.221703, -0.617500, 0.368816], [2.221414, -3.109335, 0.309188], [0.342055, -3.247399, 2.321552], [0.087151, -0.527306, 3.256793], [1.818810, 0.823941, 2.079843], [3.747186, 3.727023, -0.776114], [2.564427, 4.216221, -0.310573], [1.459574, 3.363673, -0.370058], [1.603498, 2.031903, -0.771235], [2.798015, 1.585065, -1.373175], [3.863043, 2.421186, -1.292714], [0.524506, 1.116096, -0.528212], [-0.796387, 1.613954, -0.714670], [-1.159423, 2.668192, -1.513421], [-2.519010, 3.013740, -1.599889], [-3.509899, 2.459688, -0.770444], [-3.141845, 1.342108, -0.010039], [-1.845455, 0.935485, -0.002590], [-1.580399, -0.369863, 0.465211], [-2.513632, -1.155605, 0.398487], [-2.078649, -2.488902, 0.329724], [-3.003522, -3.485654, 0.566799], [-2.623361, -4.803053, 0.340934], [-1.359559, -5.003227, -0.193131], [-0.409809, -3.972714, -0.140967], [-0.813714, -2.728870, 0.052845], [4.566633, 4.402164, -0.711888], [2.420791, 5.177019, 0.073639], [0.513423, 3.820287, -0.052913], [2.818079, 0.569517, -1.738257], [4.802659, 2.200745, -1.759225], [-0.521875, 3.256595, -2.126134], [-2.835027, 3.738222, -2.334629], [-4.441279, 2.875889, -0.767819], [-3.946056, 0.843315, 0.576242], [-4.029787, -3.245532, 0.757407], [-3.334732, -5.671269, 0.342705], [-1.003415, -5.953585, -0.478419], [0.605870, -4.168513, -0.434336]],
  "forces_ev_per_a": [[-0.774, 0.140, -2.747], [0.734, -1.534, -1.174], [2.045, 0.394, 1.580], [-0.322, -3.431, -0.421], [3.157, 2.081, 2.414], [-1.350, 1.397, 0.901], [-0.374, -0.053, 0.042], [-0.930, 0.866, 0.517], [0.047, 1.325, -0.381], [-0.909, -0.729, -0.041], [-0.016, -0.073, 0.050], [0.276, -0.193, 0.186], [-1.263, -2.053, -0.691], [-0.234, 1.053, 0.577], [-1.702, -1.031, -0.026], [-0.779, -0.388, 1.439], [0.797, 1.223, -0.790], [-1.049, 0.585, -0.730], [1.410, -1.434, 1.733], [-2.108, 0.688, -0.572], [-0.111, -0.135, 0.419], [3.662, -1.143, -0.364], [-2.292, 1.289, 0.348], [0.229, 0.015, -0.168], [1.960, 1.494, -0.929], [-0.703, -1.453, -0.094], [-1.461, -0.441, 1.222], [-0.290, -0.498, -0.484], [-0.522, -0.798, -1.257], [0.842, 0.664, 1.524], [-1.504, -0.768, -1.285], [1.401, 1.141, -0.514], [0.918, 0.036, -0.228], [0.095, 1.371, 0.402], [0.307, -0.768, 0.116], [0.277, 0.009, -0.250], [0.330, -0.469, -0.029], [0.870, -0.068, -0.328], [0.171, 0.324, 0.070], [-2.474, 0.694, 0.008], [0.999, 0.196, -0.478], [-0.266, 0.249, 0.360], [0.650, 1.157, 0.345], [0.112, -1.036, -0.310], [0.146, 0.107, 0.035]],
  "charge": 2,
  "gap_ha": [0.2424, 0.2335],
  "s2": 3.92,
  "spin_multiplicity": 4,
  "lumo_energy_ev": [-7.8, -8.5],
  "homo_ev": [-14.35, -14.88]
}